Density functional theory data (ωB97M-V/def2-TZVPD) for C3H10N7 as an isolated structure at a distorted geometry.

- HOMO (eV) = -12.052
- multiplicity = 1
- total energy (Ha) = -503.348559
- E_LUMO (Eh) = -0.1033
- net charge = +1
- F_max (eV/A) = 5.48
- energy relative to the best compared isomer or geometry (same formula, charge and spin) (kJ/mol) = 72.4

Last column: Mulliken charge in e.
Cartesian coordinates (Å):
C -2.13 0.40 -0.26  0.320
C -0.90 -1.25 0.32  0.436
C 1.60 0.03 0.26  0.124
N -2.12 -0.95 -0.26  -0.590
N -1.06 0.89 0.47  -0.142
N -0.23 -0.15 0.79  -0.253
N -3.21 1.05 -0.59  -0.383
N -0.41 -2.49 0.31  -0.421
N 1.79 1.34 0.24  -0.520
N 1.57 -0.52 -0.91  -0.330
H 1.82 -0.35 1.22  0.425
H -4.03 0.52 -1.09  0.309
H -3.18 2.05 -0.87  0.271
H -1.15 -3.14 0.06  0.289
H 0.27 -2.75 1.11  0.300
H 2.28 1.96 0.99  0.247
H 1.44 1.92 -0.57  0.228
H -0.59 1.84 0.61  0.300
H 1.70 -1.49 -1.04  0.234
H 1.56 0.07 -1.68  0.156